{
  "formula": "C28H40I2NO2V",
  "method": "the ωB97M-V functional and the def2-TZVPD basis",
  "symbols": ["V", "C", "C", "C", "C", "C", "C", "C", "N", "C", "C", "C", "C", "C", "C", "O", "C", "C", "C", "C", "C", "C", "C", "C", "C", "O", "C", "C", "C", "C", "C", "C", "H", "H", "H", "H", "H", "H", "H", "H", "H", "H", "H", "H", "H", "H", "H", "H", "H", "H", "H", "H", "H", "H", "H", "H", "H", "H", "H", "H", "H", "H", "H", "H", "H", "H", "H", "H", "H", "H", "H", "H", "I", "I"],
  "xyz": [[0.054, -0.280, 0.062], [-4.783, -0.970, 5.980], [-3.278, -0.790, 5.787], [-2.562, -1.996, 6.408], [-2.844, 0.493, 6.509], [-2.890, -0.682, 4.311], [-1.552, -0.544, 3.971], [-1.206, -0.438, 2.625], [0.043, -0.266, 2.037], [1.277, -0.060, 2.622], [1.600, 0.206, 3.961], [2.929, 0.331, 4.306], [3.911, 0.182, 3.305], [3.649, -0.048, 1.961], [2.293, -0.135, 1.665], [1.776, -0.311, 0.408], [4.744, -0.155, 0.902], [6.133, -0.046, 1.527], [4.579, 0.988, -0.110], [4.644, -1.511, 0.190], [3.383, 0.622, 5.736], [4.219, 1.909, 5.756], [2.194, 0.799, 6.679], [4.240, -0.550, 6.233], [-2.200, -0.544, 1.649], [-1.654, -0.497, 0.380], [-3.550, -0.650, 1.925], [-3.847, -0.709, 3.289], [-4.624, -0.699, 0.839], [-6.024, -0.803, 1.442], [-4.556, 0.587, 0.002], [-4.393, -1.925, -0.055], [-4.997, -1.062, 7.045], [-5.156, -1.872, 5.493], [-5.352, -0.116, 5.608], [-2.840, -2.091, 7.459], [-1.477, -1.895, 6.363], [-2.836, -2.923, 5.901], [-3.129, 0.445, 7.561], [-3.317, 1.373, 6.070], [-1.762, 0.633, 6.467], [-0.799, -0.542, 4.739], [0.830, 0.353, 4.695], [4.945, 0.269, 3.605], [6.294, 0.922, 2.006], [6.882, -0.148, 0.742], [6.317, -0.832, 2.261], [4.663, 1.960, 0.380], [3.618, 0.947, -0.622], [5.364, 0.922, -0.865], [4.757, -2.335, 0.896], [5.441, -1.593, -0.551], [3.695, -1.631, -0.330], [3.646, 2.760, 5.384], [5.122, 1.820, 5.153], [4.529, 2.131, 6.778], [1.542, 1.616, 6.364], [2.556, 1.037, 7.679], [1.598, -0.114, 6.758], [5.143, -0.673, 5.634], [3.683, -1.488, 6.204], [4.551, -0.372, 7.264], [-4.885, -0.798, 3.567], [-6.264, 0.054, 2.073], [-6.152, -1.714, 2.028], [-6.754, -0.828, 0.633], [-4.714, 1.468, 0.626], [-5.336, 0.570, -0.760], [-3.597, 0.695, -0.504], [-4.422, -2.846, 0.529], [-3.438, -1.877, -0.575], [-5.180, -1.980, -0.809], [-0.164, 2.379, -0.165], [0.477, 5.003, -0.896]],
  "fmax_ha_per_bohr": 0.0336,
  "multiplicity": 2,
  "homo_lumo_gap_ev": [5.1696, 5.2463],
  "total_energy_ha": -2835.35995,
  "charge": 1
}